(1)
C28H55Cl14FN5OS | the ωB97M-V functional and the def2-TZVPD basis

Geometry as XYZ:
```
105
Properties=species:S:1:pos:R:3:lowdin_charge:R:1
Cl -0.107 0.186 7.424 0.54
Cl -11.092 3.208 2.682 0.51
Cl 2.564 0.852 8.412 0.53
Cl -5.137 6.091 1.506 0.53
Cl -9.565 5.451 3.793 0.51
Cl -1.584 1.969 -5.092 0.55
Cl -1.378 -7.076 3.539 0.54
Cl -10.172 6.287 -0.173 0.50
Cl -2.352 -8.165 0.975 0.56
Cl -11.350 4.749 -2.374 0.51
Cl -6.678 3.848 0.439 0.53
Cl 2.949 -3.487 3.503 0.53
Cl -2.922 2.146 -2.519 0.51
Cl 2.776 -5.488 1.366 0.60
S -1.091 -2.626 0.958 0.91
F -2.912 2.163 1.736 0.06
O 6.300 -0.558 -2.742 -0.18
N -0.689 1.877 0.382 0.24
N -0.237 -0.121 1.205 0.01
N -1.548 0.911 4.582 0.12
N 0.753 0.221 0.302 0.08
N -2.233 0.986 1.892 -0.01
C 3.237 0.153 0.126 0.00
C 1.918 -0.608 -0.072 -0.23
C 1.741 -1.171 -1.516 -0.13
C 1.758 -2.712 -1.548 -0.22
C 4.256 0.834 -4.475 -0.20
C -2.888 0.047 2.752 -0.12
C 3.081 2.982 -3.690 -0.19
C -5.060 4.491 0.767 -1.02
C -2.428 -8.256 2.741 -0.98
C 6.279 0.845 -2.900 -0.26
C 3.852 -4.535 2.397 -0.97
C -2.913 1.360 -4.103 -1.00
C -0.630 -5.311 0.569 -0.21
C -1.093 0.910 1.189 -0.26
C -2.410 0.086 4.175 -0.23
C 0.446 1.422 -0.157 -0.22
C 1.577 3.167 -3.417 -0.19
C 1.177 2.294 -1.117 -0.09
C 3.369 2.016 -4.851 -0.20
C 5.732 1.212 -4.254 -0.16
C -10.375 4.691 -0.902 -1.05
C -0.290 -4.160 1.506 -0.56
C 3.193 -3.261 -1.659 -0.08
C 1.034 1.961 -2.603 -0.18
C -0.204 -1.357 1.934 -0.38
C 1.153 1.434 7.535 -1.00
C -9.487 3.844 3.071 -1.04
C 6.848 -0.974 -1.508 -0.10
H 5.876 2.279 -4.417 0.12
H -0.662 -4.406 2.495 0.05
H -0.636 -5.007 -0.476 0.07
H 7.360 -0.164 -0.990 0.09
H -9.395 4.301 -1.154 0.00
H 7.303 1.231 -2.826 0.13
H 2.579 -0.841 -2.118 0.08
H 0.763 3.283 -0.960 0.13
H 1.123 -3.071 -2.352 0.11
H -3.450 -8.071 3.050 0.03
H 0.740 2.288 8.058 0.03
H 3.125 1.011 0.783 0.09
H 3.548 -3.662 -0.711 0.03
H 1.487 4.081 -2.833 0.11
H 3.582 3.940 -3.809 0.11
H 4.472 -3.911 1.764 0.02
H 0.783 -4.000 1.515 -0.03
H 7.587 -1.756 -1.671 0.09
H -0.672 -1.241 2.900 0.07
H 2.228 2.371 -0.856 0.11
H -4.518 4.564 -0.168 0.02
H 6.062 -1.379 -0.867 0.06
H 1.024 3.273 -4.345 0.09
H 1.659 1.126 -2.894 0.08
H 0.009 1.802 -2.919 0.05
H 1.322 -3.101 -0.632 0.06
H 3.780 2.522 -5.722 0.12
H -3.851 1.565 -4.605 0.03
H 0.133 -6.069 0.721 0.04
H -8.918 3.911 2.152 -0.04
H 2.415 1.602 -5.187 0.11
H -2.786 0.293 -3.962 0.03
H -3.949 0.294 2.745 0.14
H 0.814 -1.674 2.136 0.07
H 4.185 0.100 -5.275 0.11
H 4.020 -0.519 0.454 0.08
H -1.572 -5.774 0.830 -0.01
H -2.832 -0.968 2.361 0.09
H -1.368 0.733 5.575 -0.05
H -10.870 4.046 -0.184 -0.01
H -4.552 3.819 1.444 0.00
H 3.880 0.356 -3.568 0.08
H 6.348 0.705 -4.995 0.12
H 3.242 -4.084 -2.366 0.08
H 1.970 -1.490 0.554 0.12
H 5.718 1.345 -2.098 0.11
H -2.114 -9.247 3.044 0.03
H -9.008 3.171 3.772 0.02
H -2.851 -0.663 4.838 0.13
H 3.511 2.539 -2.786 0.09
H 3.912 -2.502 -1.959 0.06
H 3.558 0.547 -0.836 0.06
H 1.451 1.708 6.531 0.03
H 0.807 -0.823 -1.945 0.11
H 4.465 -5.212 2.979 0.03
```

## Properties
**Total energy**: -228283.6289 eV
**LUMO**: -1.999 eV
**HOMO energy**: -11.839 eV
**Orbital gap**: 9.8 eV
**Molecular weight**: 1025.189 g mol⁻¹
**Total charge**: +1
**Maximum force**: 0.0247 hartree/bohr

(2)
C4H5ClN2 | the ωB97M-V functional and the def2-TZVPD basis

Geometry as XYZ:
```
12
Properties=species:S:1:pos:R:3:lowdin_charge:R:1
Cl 3.187 -0.553 -0.117 0.64
N 0.144 0.630 -0.529 -0.21
N 1.264 1.171 -0.011 -0.11
C 0.005 -0.602 -0.959 -0.09
C -0.042 1.537 0.513 -0.06
C -1.219 -1.295 -0.462 -0.11
C 1.670 -0.182 0.498 -0.49
H -0.788 -1.450 0.517 0.07
H -2.153 -0.671 -0.363 0.10
H -1.391 -2.232 -0.911 0.04
H -0.351 1.075 1.459 0.12
H -0.328 2.571 0.365 0.12
```

## Properties
**Total energy**: -19723.3867 eV
**LUMO**: -0.042 eV
**HOMO energy**: -8.361 eV
**Orbital gap**: 8.3 eV
**Molecular weight**: 116.551 g mol⁻¹
**ΔE to the lowest compared entry with this formula, charge and spin**: 825.7 kJ/mol
**Total charge**: 0
**Maximum force**: 0.0732 hartree/bohr

(3)
C2H2N2O | the ωB97M-V functional and the def2-TZVPD basis

Geometry as XYZ:
```
7
Properties=species:S:1:pos:R:3:lowdin_charge:R:1
O 1.128 -0.267 -0.626 -0.21
N -0.024 2.232 0.216 0.14
N 0.037 -1.209 -0.159 0.04
C -0.426 1.069 0.268 -0.20
C -0.902 -0.357 0.344 -0.10
H 2.131 -0.843 -0.388 0.24
H -1.945 -0.624 0.346 0.10
```

## Properties
**Total energy**: -7129.4166 eV
**LUMO**: -0.724 eV
**HOMO energy**: -10.745 eV
**Orbital gap**: 10.0 eV
**Molecular weight**: 70.051 g mol⁻¹
**ΔE to the lowest compared entry with this formula, charge and spin**: 427.1 kJ/mol
**Total charge**: 0
**SMILES**: N#C/C=N\O
**Maximum force**: 0.1556 hartree/bohr

(4)
H4N2O2P | the ωB97M-V functional and the def2-TZVPD basis

Geometry as XYZ:
```
9
Properties=species:S:1:pos:R:3:lowdin_charge:R:1
P -0.758 0.185 0.615 0.37
O -0.684 -0.652 1.831 -0.40
O -2.046 0.652 0.061 -0.40
N 0.385 1.456 0.652 -0.12
N 0.605 -1.153 -1.376 -0.20
H -0.224 -1.646 -1.714 -0.15
H 1.027 -1.795 -0.696 -0.14
H 0.401 1.873 -0.268 0.02
H 1.293 1.082 0.896 0.02
```

## Properties
**Total energy**: -16431.0497 eV
**LUMO (alpha / beta)**: 4.276 / 4.276 eV
**HOMO energy (alpha / beta)**: -3.570 / -3.569 eV
**Orbital gap (alpha / beta)**: 7.8 / 7.8 eV
**Molecular weight**: 95.018 g mol⁻¹
**ΔE to the lowest compared entry with this formula, charge and spin**: 237.9 kJ/mol
**Total charge**: -1
**Maximum force**: 0.0423 hartree/bohr

(5)
C16H20N2O4 | the ωB97M-V functional and the def2-TZVPD basis

Geometry as XYZ:
```
42
Properties=species:S:1:pos:R:3:lowdin_charge:R:1
O -0.941 1.147 2.527 -0.21
O -0.284 1.336 5.384 -0.19
O 3.905 -3.532 -3.257 0.01
O 4.452 -3.147 -1.106 0.01
N 1.280 -0.444 -1.568 -0.08
N 1.918 -1.600 -1.528 0.23
C 3.874 -2.940 -2.179 -0.75
C 0.213 0.335 4.513 -0.20
C 3.598 -0.564 -2.871 0.06
C 3.067 -1.661 -2.178 -0.12
C -1.110 -0.640 -1.910 -0.22
C -0.030 -0.435 -0.863 -0.05
C -1.673 1.224 5.645 -0.11
C -1.753 0.453 -2.476 -0.05
C -1.412 -1.941 -2.309 -0.02
C -1.223 2.536 2.575 -0.11
C 0.329 0.825 3.084 -0.20
C -2.997 -1.036 -3.877 -0.08
C -2.366 -2.132 -3.305 -0.06
C 1.705 0.652 -2.170 0.00
C -2.712 0.261 -3.468 -0.07
C 2.909 0.610 -2.857 0.00
H 1.000 1.687 3.027 0.13
H 0.758 0.023 2.474 0.12
H -1.521 1.457 -2.149 0.11
H -2.296 2.662 2.440 0.09
H -3.214 1.097 -3.922 0.10
H -0.935 2.976 3.531 0.09
H 1.093 1.533 -2.128 0.14
H -1.856 0.448 6.396 0.09
H -0.045 -1.209 -0.111 0.13
H -2.577 -3.143 -3.615 0.11
H 4.530 -0.665 -3.401 0.14
H -0.414 -0.561 4.559 0.13
H 1.212 0.065 4.868 0.13
H -2.015 2.180 6.037 0.09
H -0.172 0.553 -0.438 0.12
H -3.726 -1.178 -4.660 0.10
H -2.241 0.988 4.743 0.08
H -0.701 3.061 1.766 0.08
H 3.267 1.486 -3.371 0.12
H -0.897 -2.769 -1.850 0.12
```

## Properties
**Total energy**: -28083.2969 eV
**LUMO**: -1.164 eV
**HOMO energy**: -8.305 eV
**Orbital gap**: 7.1 eV
**Molecular weight**: 304.346 g mol⁻¹
**ΔE to the lowest compared entry with this formula, charge and spin**: 531.5 kJ/mol
**Total charge**: 0
**Maximum force**: 0.0264 hartree/bohr

(6)
C3H11N2O | the ωB97M-V functional and the def2-TZVPD basis

Geometry as XYZ:
```
17
Properties=species:S:1:pos:R:3:lowdin_charge:R:1
O -1.018 0.678 0.560 -0.11
N -1.219 2.395 -1.181 0.04
N 0.680 -1.366 0.329 0.00
C -0.020 -2.389 0.575 0.17
C -0.415 1.818 -0.154 -0.29
C 2.096 -1.386 -0.057 0.01
H -1.868 0.977 0.903 0.11
H 0.495 1.448 -0.616 0.11
H -0.187 2.557 0.611 0.13
H 0.441 -3.349 0.797 0.13
H -1.390 1.721 -1.916 0.08
H 2.157 -1.596 -1.122 0.11
H -2.121 2.693 -0.823 0.09
H 0.132 -0.470 0.311 0.09
H -1.096 -2.282 0.623 0.12
H 2.521 -0.401 0.114 0.10
H 2.631 -2.124 0.530 0.11
```

## Properties
**Total energy**: -8309.7443 eV
**LUMO**: -4.689 eV
**HOMO energy**: -13.711 eV
**Orbital gap**: 9.0 eV
**Molecular weight**: 91.134 g mol⁻¹
**ΔE to the lowest compared entry with this formula, charge and spin**: 197.6 kJ/mol
**Total charge**: +1
**Maximum force**: 0.0142 hartree/bohr